i.
The following is a DFT calculation (ωB97M-V/def2-TZVPD) of C3H6N2S2 in the gas phase.

HOMO energy = -9.027 eV
total charge = 0

Atoms and positions in Å:
H: 2.19 1.68 -0.75
N: 2.55 0.78 -0.47
C: 1.61 0.04 -0.07
N: 1.85 -1.27 0.28
C: 0.15 0.47 -0.03
S: -0.27 2.03 0.15
S: -0.96 -0.87 -0.21
C: -2.56 -0.06 -0.09
H: 2.82 -1.45 0.32
H: 1.30 -1.61 1.08
H: -3.29 -0.86 -0.19
H: -2.69 0.43 0.87
H: -2.71 0.68 -0.88



ii.
The following is a DFT calculation (ωB97M-V/def2-TZVPD) of C3H6N2S2 in the gas phase.

HOMO energy = -8.251 eV
total charge = 0

Atoms and positions in Å:
S: 3.36 0.22 0.04
C: 1.70 0.29 0.05
N: 1.09 -0.85 0.16
N: -0.16 -1.02 -0.50
C: -1.22 -0.32 0.30
C: -0.84 1.23 0.11
S: 0.80 1.82 -0.15
H: 1.80 -1.63 -0.20
H: -0.38 -1.99 -0.38
H: -1.24 -0.24 1.44
H: -2.18 -0.70 -0.35
H: -1.62 1.92 0.57
H: -1.11 1.26 -1.09



Which one sits at the bottom of the stability order? ii does.



i.
The following is a DFT calculation (ωB97M-V/def2-TZVPD) of 2 unconnected molecules or ions with the total composition C2HF2N3.

HOMO energy (alpha / beta) = -9.278 / -9.273 eV
total charge = 0

Atoms and positions in Å:
C: 0.01 -0.54 0.65
C: 1.04 1.93 0.02
N: -0.75 -1.02 -0.12
N: -0.03 1.66 0.13
N: -1.90 -1.38 -0.32
F: 1.24 -0.27 0.27
F: 2.30 2.04 -0.05
H: -1.91 -2.43 -0.58



ii.
The following is a DFT calculation (ωB97M-V/def2-TZVPD) of 2 unconnected molecules or ions with the total composition C2HF2N3.

HOMO energy (alpha / beta) = -9.466 / -9.467 eV
total charge = 0

Atoms and positions in Å:
C: 1.08 1.43 -0.25
C: -1.48 -0.71 -0.08
N: 0.93 0.37 0.21
N: -1.24 -1.41 -0.92
N: 1.25 -0.76 0.60
F: 0.33 2.57 -0.40
F: -1.75 0.09 0.84
H: 0.89 -1.58 0.00



Which one sits at the bottom of the stability order? i does.



i.
The following is a DFT calculation (ωB97M-V/def2-TZVPD) of C2H3O2P in the gas phase.

HOMO energy = -9.243 eV
total charge = 0

Atoms and positions in Å:
C: -1.01 0.04 1.18
C: 0.80 0.08 -0.63
O: 0.90 0.03 0.65
O: -0.28 -0.67 -1.04
P: -1.65 -0.69 -0.11
H: -1.19 0.35 2.23
H: 0.76 1.15 -0.98
H: 1.67 -0.29 -1.30



ii.
The following is a DFT calculation (ωB97M-V/def2-TZVPD) of 2 unconnected molecules or ions with the total composition C2H3O2P.

HOMO energy (alpha / beta) = -8.896 / -8.897 eV
total charge = 0

Atoms and positions in Å:
C: 0.78 0.31 0.86
C: -0.39 -0.55 0.81
O: 0.61 1.45 1.23
O: -1.13 -1.18 1.51
P: -0.88 -0.46 -1.62
H: 1.72 -0.18 0.59
H: -1.25 0.94 -1.53
H: 0.54 -0.34 -1.85



Which one sits at the bottom of the stability order? i does.



i.
The following is a DFT calculation (ωB97M-V/def2-TZVPD) of 2 unconnected molecules or ions with the total composition CH6NO2.

HOMO energy (alpha / beta) = -10.850 / -10.695 eV
spin multiplicity = 2
total charge = 0

Atoms and positions in Å:
O: -0.15 2.26 -0.10
H: -0.09 1.48 0.53
N: -0.50 -0.98 -0.94
C: 0.17 -1.12 0.39
O: 0.39 0.02 1.08
H: -0.04 -0.19 -1.40
H: -1.30 -0.38 -0.68
H: 1.11 -1.62 0.19
H: -0.42 -1.81 1.04
H: 0.82 2.35 -0.12



ii.
The following is a DFT calculation (ωB97M-V/def2-TZVPD) of 2 unconnected molecules or ions with the total composition CH6NO2.

HOMO energy (alpha / beta) = -10.038 / -9.911 eV
spin multiplicity = 2
total charge = 0

Atoms and positions in Å:
N: -0.50 1.14 0.21
C: 0.58 0.69 -0.72
O: 1.05 -0.62 -0.45
H: -0.07 1.40 1.10
H: -0.96 0.30 0.46
H: 1.43 1.38 -0.58
H: 0.24 0.68 -1.77
H: 0.41 -1.13 0.19
H: -1.49 -2.05 0.59
O: -0.69 -1.79 0.96



Which one sits at the bottom of the stability order? ii does.



i.
The following is a DFT calculation (ωB97M-V/def2-TZVPD) of a gas-phase ion, C4H7N2 (charge +1).

HOMO energy (alpha / beta) = -10.234 / -15.748 eV
spin multiplicity = 3
total charge = +1

Atoms and positions in Å:
C: -2.13 -0.33 0.07
C: 1.02 -0.96 0.52
C: 0.00 1.22 0.07
C: 0.04 -0.74 -0.57
N: -0.99 0.09 -0.10
N: 1.03 0.27 -0.26
H: -2.79 0.44 0.41
H: 1.88 -1.56 0.20
H: -0.36 1.77 -0.73
H: -0.07 1.67 0.99
H: 0.77 -0.96 1.57
H: -0.24 -1.47 -1.37
H: 1.84 0.55 -0.79



ii.
The following is a DFT calculation (ωB97M-V/def2-TZVPD) of 2 unconnected molecules or ions with the total composition C4H7N2.

HOMO energy (alpha / beta) = -13.468 / -13.747 eV
spin multiplicity = 3
total charge = +1

Atoms and positions in Å:
C: 2.47 0.97 -0.24
C: 2.48 -0.31 -0.54
C: 1.40 -0.85 0.28
C: -2.30 -0.28 0.02
N: -1.28 0.50 -0.57
N: 1.27 0.58 0.26
H: 2.98 1.83 -0.48
H: 0.58 -1.48 -0.08
H: 1.69 -1.21 1.30
H: -2.08 0.03 1.08
H: -3.33 0.07 -0.28
H: -2.30 -1.36 -0.27
H: -1.57 1.51 -0.47



Which one sits at the bottom of the stability order? ii does.



i.
The following is a DFT calculation (ωB97M-V/def2-TZVPD) of 2 unconnected molecules or ions with the total composition C3H5F2N2.

HOMO energy (alpha / beta) = -13.856 / -13.542 eV
total charge = +1

Atoms and positions in Å:
C: 1.58 1.10 0.10
C: -0.21 -0.55 0.13
C: -2.44 0.66 -0.35
N: 0.65 0.25 0.34
N: -0.59 -1.78 0.40
F: -3.17 -0.42 -0.55
F: -2.58 1.16 0.84
H: 2.15 1.06 -0.96
H: 1.70 1.89 0.72
H: -2.39 1.35 -1.22
H: -1.59 -1.79 0.27
H: 0.12 -2.49 0.12



ii.
The following is a DFT calculation (ωB97M-V/def2-TZVPD) of 2 unconnected molecules or ions with the total composition C3H5F2N2.

HOMO energy (alpha / beta) = -16.836 / -17.009 eV
total charge = +1

Atoms and positions in Å:
C: -0.40 -0.80 -1.08
C: 0.55 1.06 -0.41
C: -0.16 0.51 0.84
N: 0.26 0.22 -1.49
N: -0.50 -0.79 0.38
F: -1.28 -1.55 1.07
F: 1.09 -1.84 0.55
H: -0.92 -1.55 -1.70
H: 0.26 2.01 -0.54
H: 1.60 1.01 -0.39
H: 0.53 0.57 1.80
H: -1.03 1.16 0.99



Which one sits at the bottom of the stability order? ii does.